# 1
C3H11NO2S | wB97M-V/def2-TZVPD

Atoms and positions in Å:
O1 2.1629 1.2858 0.0221
H1 -1.6062 0.1412 1.2981
S1 -1.8334 0.3680 -0.6940
H2 -2.7793 -3.3359 -0.6377
H3 -0.3493 -1.0352 -2.1457
H4 0.0687 1.2667 0.6748
H5 1.2445 0.4741 1.7773
O2 -1.1309 -0.1104 2.1889
H6 -3.1534 -2.6563 -0.7894
C1 1.1137 0.7212 0.6896
C2 0.7347 -0.5540 -0.0607
H7 -1.7447 -0.0897 2.9216
C3 -0.2005 -0.0911 -1.3167
H8 2.6346 -0.3187 -0.2817
H9 2.3083 -1.9295 -0.0614
H10 0.2230 -1.1404 0.5704
N1 2.0051 -1.1164 -0.5601
H11 0.3086 0.6889 -1.8634

Atomic forces in eV per Å
-0.86 1.02 1.59
0.73 -0.68 2.99
1.22 -0.09 -1.53
-0.69 1.31 -0.28
0.36 2.48 2.51
2.09 0.20 0.28
0.50 0.39 -0.66
-0.30 0.44 -2.28
0.70 -1.28 0.28
-1.62 1.17 -0.76
3.11 0.04 -3.57
-0.47 0.05 0.04
-1.40 -2.92 -1.15
0.31 -0.85 -1.76
-0.03 -1.28 -0.38
-1.95 -2.75 1.76
-1.69 2.26 3.00
-0.02 0.49 -0.09

Properties
Spin multiplicity = 2
Net charge = +1
HOMO energy (spin up / spin down) = -14.99 / -14.12 eV
Gap between HOMO and LUMO (spin up / spin down) = 7.972 / 5.106 eV
Lowest unoccupied orbital energy (spin up / spin down) = -7.02 / -9.01 eV

Atom charges from the Löwdin analysis, given in e for atoms 1 to 6: 0.090 -0.066 0.908 0.034 0.180 0.131

# 2
C10H13NO | wB97M-V/def2-TZVPD

Atoms and positions in Å:
C1 -1.9586 0.1366 0.9613
N1 -1.0338 0.6919 1.9076
C2 0.8421 1.7326 -0.2989
H1 2.5995 -1.7092 0.1806
H2 -0.6540 1.6018 1.6429
H3 -2.6571 0.9075 0.5892
O1 4.5073 -1.3768 -0.3809
C3 1.5914 0.5803 0.0574
C4 -2.4280 -1.0612 -1.2911
H4 -0.4735 3.5169 -0.8277
H5 -3.6894 -0.2794 -2.7479
C5 -3.1487 -0.0814 -1.8222
C6 3.3988 -0.9783 -0.0765
H6 -2.4141 -2.0246 -1.8011
H7 -0.2666 0.0659 2.1819
H8 -3.5126 -1.5085 1.1306
C7 2.9321 0.3931 -0.0964
H9 3.6574 1.2017 -0.1412
C8 -1.6691 -1.0045 -0.0234
C9 0.1500 2.6854 -0.5764
C10 -2.4609 -1.2496 1.2370
H10 0.9814 -0.2888 0.3539
H11 -0.6682 -1.4238 -0.0218
H12 -1.9476 -1.7085 2.0855
H13 -3.2713 0.9016 -1.3544

Atomic forces in eV per Å
-0.47 -0.04 -0.45
0.60 0.05 0.42
-0.35 1.15 0.22
0.12 0.02 0.03
-0.17 -0.64 -0.07
0.37 -0.66 0.39
-0.74 0.60 0.29
0.85 -0.78 -0.63
0.15 -0.03 -0.21
0.16 -0.15 0.01
0.06 0.23 0.24
-0.27 -0.04 -0.11
0.70 -1.29 -0.06
0.06 0.12 -0.01
-0.62 0.39 -0.21
0.21 0.14 0.06
-1.11 0.94 0.81
-0.22 -0.07 -0.62
0.14 0.63 0.51
0.49 -0.63 0.08
-0.23 0.18 0.53
0.35 0.40 -0.44
-0.07 -0.03 -0.16
-0.20 -0.10 -0.31
0.16 -0.39 -0.30

Properties
SMILES = C=C[C@@H]1C[C@H]1N.C#C/C=C/C=O
HOMO energy = -8.68 eV
Gap between HOMO and LUMO = 7.929 eV
Lowest unoccupied orbital energy = -0.75 eV

Atom charges from the Löwdin analysis, given in e for atoms 1 to 6: -0.347 0.034 -0.130 0.121 0.049 0.131

Respective ΔE to the lowest compared entry with this formula, charge and spin values: 6.047 4.921 eV.